[1]
ORCA calculation (ωB97M-V with the def2-TZVPD basis set) on a 4-piece molecular cluster, C30H62ClFN2O6P3 overall.

Electronic energy, eV: -90478.2771
Charge: +1

Positions of all 105 atoms, in Å:
C 4.221 3.996 2.890
N 2.830 4.396 3.290
C 2.370 5.502 2.402
C 1.571 5.011 1.096
N 1.795 3.690 0.534
C 1.095 3.189 -0.642
P 1.558 1.459 -1.257
O 0.319 0.435 -0.652
Cl 3.312 0.755 -0.241
C 0.012 4.027 -1.370
P -0.983 3.533 -2.894
C -0.181 4.100 -4.507
C -1.459 1.705 -2.911
C -0.266 5.462 -0.767
C -1.413 6.340 -1.493
O -1.170 6.862 -2.615
O -2.700 6.507 -0.928
C -2.977 5.548 0.114
C -4.464 5.829 0.707
F -3.036 4.206 -0.436
C 0.515 6.004 0.469
P 0.216 7.722 1.205
O -0.653 7.566 2.466
O -0.547 8.800 0.140
O 1.700 8.468 1.669
H 4.340 2.884 3.139
H 4.384 4.225 1.781
H 5.004 4.576 3.483
H 2.179 3.597 3.288
H 1.717 6.210 3.031
H 3.260 6.128 2.023
H 2.496 3.103 1.015
H -0.496 0.957 -0.459
H 0.727 3.497 -4.842
H -1.003 4.049 -5.320
H 0.042 5.229 -4.385
H -2.137 1.558 -3.839
H -2.130 1.499 -2.005
H -0.596 0.970 -3.037
H -2.275 5.624 1.023
H -4.542 5.144 1.633
H -5.280 5.623 -0.068
H -4.488 6.899 1.106
H -0.076 8.864 -0.730
H 1.948 9.099 0.941
C 0.788 -5.403 2.673
C 1.929 -4.572 2.102
C 1.585 -3.090 1.950
C 0.436 -2.777 0.989
C 0.624 -3.283 -0.443
C 1.822 -2.666 -1.150
H -0.083 -5.402 2.012
H 1.105 -6.441 2.801
H 0.480 -5.022 3.651
H 2.243 -4.993 1.141
H 2.791 -4.661 2.772
H 2.485 -2.553 1.631
H 1.329 -2.684 2.937
H 0.294 -1.690 0.964
H -0.496 -3.192 1.387
H -0.279 -3.041 -1.015
H 0.711 -4.374 -0.455
H 1.739 -1.577 -1.180
H 1.879 -3.029 -2.180
H 2.760 -2.927 -0.655
C -0.495 1.245 -10.391
C -1.823 0.810 -9.786
C -2.146 1.508 -8.464
C -1.160 1.244 -7.324
C -0.967 -0.227 -6.951
C -2.239 -0.895 -6.446
H 0.348 0.987 -9.746
H -0.340 0.749 -11.353
H -0.481 2.325 -10.564
H -1.827 -0.277 -9.655
H -2.621 1.036 -10.501
H -3.154 1.216 -8.151
H -2.190 2.590 -8.638
H -1.504 1.792 -6.437
H -0.184 1.671 -7.579
H -0.209 -0.287 -6.162
H -0.569 -0.789 -7.801
H -2.637 -0.370 -5.573
H -2.032 -1.927 -6.153
H -3.014 -0.920 -7.216
C 0.455 -5.052 7.797
C 1.021 -6.282 7.101
C -0.046 -7.135 6.412
C -1.106 -7.737 7.338
C -0.566 -8.622 8.463
C 0.172 -9.855 7.961
H -0.228 -5.323 8.607
H 1.265 -4.459 8.231
H -0.084 -4.416 7.089
H 1.585 -6.883 7.822
H 1.742 -5.952 6.346
H 0.452 -7.936 5.857
H -0.555 -6.521 5.659
H -1.801 -8.326 6.728
H -1.703 -6.933 7.781
H -1.410 -8.951 9.078
H 0.089 -8.045 9.124
H -0.474 -10.466 7.325
H 0.494 -10.471 8.805
H 1.064 -9.587 7.389

[2]
ORCA calculation (ωB97M-V with the def2-TZVPD basis set) on C19H65AgBN17O10 as an isolated structure.

Electronic energy, eV: -71235.8818
Charge: 0

Positions of all 113 atoms, in Å:
Ag 14.037 10.829 13.757
B 12.824 8.627 13.868
H 13.723 8.592 14.464
H 12.164 9.370 14.288
H 13.223 9.085 12.976
H 12.298 7.734 13.565
C 20.193 12.357 7.783
C 20.312 11.170 8.791
C 19.048 10.729 9.570
O 18.807 11.653 10.695
C 17.863 11.164 11.501
N 20.677 10.059 7.898
H 20.185 13.349 8.235
H 19.282 12.260 7.192
H 20.816 12.393 6.890
H 21.019 11.357 9.599
H 19.155 9.689 9.879
H 18.202 10.572 8.900
H 17.035 10.545 11.155
H 17.509 11.925 12.197
H 18.417 10.579 12.236
H 20.670 9.135 8.307
H 19.882 10.092 7.275
C 13.923 13.967 11.550
C 12.809 12.964 11.825
C 12.819 11.703 11.036
O 14.053 10.894 11.228
C 14.114 10.072 10.009
N 12.696 12.851 13.266
H 14.905 13.496 11.514
H 14.072 14.675 12.366
H 13.803 14.474 10.593
H 11.952 13.419 11.328
H 12.645 11.958 9.991
H 12.040 11.063 11.450
H 14.218 10.553 9.036
H 13.241 9.431 9.883
H 14.924 9.415 10.326
H 13.047 13.733 13.612
H 11.739 12.974 13.564
C 17.538 13.209 15.783
C 16.648 12.205 15.024
C 17.157 10.769 14.834
O 16.291 10.209 13.863
C 16.514 8.838 13.516
N 15.418 12.191 15.788
H 16.848 14.046 15.883
H 18.335 13.462 15.085
H 18.078 12.787 16.631
H 16.343 12.552 14.037
H 17.158 10.392 15.856
H 18.205 10.745 14.535
H 17.506 8.698 13.088
H 15.714 8.339 12.968
H 16.523 8.168 14.375
H 15.179 13.134 16.059
H 15.593 11.840 16.718
C 12.055 10.982 17.254
O 11.026 11.492 17.019
N 12.671 10.988 18.392
N 12.656 10.068 16.539
H 12.516 11.842 18.909
H 13.411 10.307 18.486
H 13.565 9.806 16.894
H 12.211 9.704 15.709
C 8.940 12.728 14.486
O 9.996 13.039 13.923
N 8.815 12.085 15.641
N 7.722 12.992 14.041
H 9.683 11.885 16.118
H 7.885 11.911 15.993
H 7.006 12.753 14.713
H 7.657 13.489 13.165
C 14.260 5.902 11.721
O 15.106 5.382 11.030
N 13.457 6.700 11.240
N 13.817 5.602 12.893
H 12.759 7.172 11.796
H 13.532 7.012 10.282
H 14.300 4.924 13.465
H 13.134 6.208 13.325
C 9.071 9.117 12.869
O 7.937 9.358 12.458
N 9.913 10.034 13.261
N 9.565 7.963 13.065
H 10.780 9.952 13.773
H 9.689 11.010 13.130
H 10.553 8.001 13.272
H 9.039 7.116 12.906
C 13.011 14.642 17.738
O 14.231 14.772 17.947
N 12.191 14.461 18.735
N 12.386 14.567 16.596
H 12.631 14.081 19.561
H 11.188 14.463 18.614
H 12.974 14.450 15.783
H 11.457 14.172 16.574
C 11.926 6.839 17.254
O 11.661 6.452 18.305
N 11.145 7.382 16.417
N 13.080 6.653 16.733
H 11.473 7.858 15.588
H 10.260 7.749 16.738
H 13.853 6.224 17.221
H 13.184 7.223 15.906
C 15.819 10.074 18.802
O 15.227 10.138 17.733
N 15.298 9.597 19.864
N 17.023 10.402 18.850
H 15.819 9.913 20.669
H 14.355 9.239 19.918
H 17.664 10.323 18.073
H 17.344 10.674 19.768

[3]
ORCA calculation (ωB97M-V with the def2-TZVPD basis set) on a 2-piece molecular cluster, C13H27F3NO6 overall.

Electronic energy, eV: -35838.9480
Charge: +1

Positions of all 50 atoms, in Å:
C 5.180 -4.073 0.311
C 5.994 -2.956 -0.346
O 5.888 -1.716 0.344
C 4.799 -0.904 -0.019
C 3.782 -0.747 1.109
O 2.503 -1.319 0.724
C 1.929 -2.108 1.653
O 2.471 -2.981 2.258
O 0.624 -1.793 1.875
C -0.162 -1.317 0.793
C -1.211 -2.318 0.334
O -1.990 -1.670 -0.671
C -0.587 -3.609 -0.241
F -1.163 -3.984 -1.382
F 0.733 -3.446 -0.488
F -0.711 -4.614 0.637
H 5.714 -5.021 0.273
H 5.038 -3.816 1.361
H 4.189 -4.184 -0.127
H 5.708 -2.830 -1.394
H 7.051 -3.217 -0.315
H 5.184 0.079 -0.306
H 4.269 -1.302 -0.890
H 3.597 0.312 1.297
H 4.147 -1.215 2.020
H -0.714 -0.440 1.139
H 0.436 -1.018 -0.066
H -1.895 -2.586 1.138
H -1.608 -0.802 -0.844
C -3.243 2.372 -1.884
N -3.768 3.268 -0.799
C -5.263 3.254 -0.876
C -3.283 4.660 -1.025
C -3.392 2.779 0.581
C -1.925 2.787 0.941
O -1.213 1.917 0.074
H -3.764 2.628 -2.805
H -2.180 2.538 -2.005
H -3.445 1.340 -1.615
H -5.564 3.619 -1.853
H -5.662 3.899 -0.097
H -5.610 2.234 -0.734
H -2.197 4.664 -1.033
H -3.660 5.299 -0.231
H -3.655 5.001 -1.987
H -3.793 1.769 0.657
H -3.921 3.424 1.282
H -1.862 2.434 1.974
H -1.506 3.797 0.913
H -0.289 1.908 0.345

[4]
ORCA calculation (ωB97M-V with the def2-TZVPD basis set) on a 2-piece molecular cluster, C2H5FNO overall.

Electronic energy, eV: -8407.9310
Charge: -1
Relative energy (zero: lowest compared OMol25 entry of this formula, charge and spin), eV: 3.712

Positions of all 10 atoms, in Å:
C 0.166 -0.585 -0.118
C 0.262 0.658 0.639
N -0.300 1.731 0.058
O -0.139 3.030 0.268
F -0.635 0.146 2.243
H 1.134 -0.925 -0.729
H -0.516 -0.379 -0.917
H -0.208 -1.387 0.408
H 1.067 1.090 1.296
H -1.034 1.585 -0.716

[5]
ORCA calculation (ωB97M-V with the def2-TZVPD basis set) on one molecule with the formula C2H4N2OS.

Electronic energy, eV: -17997.3983
Charge: 0
SMILES string: C=NO/C=N\S
Relative energy (zero: lowest compared OMol25 entry of this formula, charge and spin), eV: 5.261

Positions of all 10 atoms, in Å:
C -0.737 2.374 0.708
N -0.292 1.193 0.397
O -0.054 0.372 1.472
C 0.474 -0.755 1.034
N 0.710 -1.390 -0.129
S 0.008 -1.018 -1.611
H -0.617 3.100 -0.336
H -0.899 2.931 1.638
H 0.998 -1.203 1.843
H -0.523 0.146 -1.462

[6]
ORCA calculation (ωB97M-V with the def2-TZVPD basis set) on C37H33F10HgN6S as an isolated structure.

2S+1: 2
Electronic energy, eV: -90027.5740
Charge: -2
Expectation value of S²: 0.7780
Relative energy (zero: lowest compared OMol25 entry of this formula, charge and spin), eV: 0.711

Positions of all 88 atoms, in Å:
Hg -0.131 0.266 -0.233
C 0.590 -3.079 0.098
N -0.568 -2.221 0.274
C -0.990 -2.109 1.668
C 0.007 -1.505 2.648
N 0.334 -0.157 2.288
C 0.977 0.617 3.149
C 1.434 1.919 2.756
F 1.274 2.300 1.482
C 2.064 2.811 3.585
F 2.461 4.003 3.108
C 2.317 2.507 4.916
F 2.903 3.404 5.746
C 1.935 1.259 5.353
F 2.166 0.920 6.640
C 1.321 0.348 4.516
F 1.036 -0.851 5.106
C -1.715 -2.669 -0.536
C -2.488 -1.531 -1.205
N -1.662 -1.010 -2.263
C -2.032 0.060 -2.952
C -1.299 0.393 -4.135
F -0.336 -0.460 -4.536
C -1.555 1.486 -4.920
F -0.841 1.700 -6.041
C -2.592 2.358 -4.612
F -2.879 3.414 -5.412
C -3.373 2.061 -3.514
F -4.432 2.847 -3.232
C -3.119 0.958 -2.728
F -3.989 0.730 -1.706
H 0.414 -4.098 0.488
H 1.451 -2.647 0.607
H 0.816 -3.145 -0.967
H -1.267 -3.104 2.067
H -1.884 -1.480 1.671
H 0.920 -2.118 2.695
H -0.482 -1.571 3.626
H -2.394 -3.273 0.087
H -1.349 -3.294 -1.352
H -2.779 -0.786 -0.450
H -3.420 -1.961 -1.613
C -2.865 3.479 1.193
C -2.476 4.544 0.392
C -1.523 4.367 -0.594
C -0.925 3.115 -0.824
C -1.324 2.041 0.000
C -2.268 2.237 0.994
C 0.113 2.932 -1.849
C 0.505 3.947 -2.726
C 1.546 3.764 -3.614
C 2.218 2.507 -3.672
C 3.306 2.234 -4.510
C 3.849 0.955 -4.588
C 3.313 -0.065 -3.809
C 2.283 0.193 -2.919
C 1.714 1.480 -2.820
N 0.715 1.709 -1.938
H -3.612 3.613 1.968
H -2.914 5.526 0.546
H -1.231 5.230 -1.179
H -2.559 1.416 1.643
H -0.002 4.902 -2.714
H 1.840 4.555 -4.295
H 3.713 3.039 -5.115
H 4.673 0.752 -5.263
H 3.702 -1.075 -3.905
H 1.856 -0.594 -2.304
C 6.056 -2.626 -2.193
C 5.229 -3.266 -1.073
N 4.203 -2.405 -0.534
C 4.371 -1.421 0.387
S 3.063 -0.534 0.894
N 5.632 -1.301 0.923
C 5.939 -0.186 1.813
C 6.150 1.134 1.079
H 6.823 -3.321 -2.539
H 6.541 -1.711 -1.851
H 5.414 -2.360 -3.032
H 5.882 -3.586 -0.257
H 4.729 -4.154 -1.465
H 3.350 -2.308 -1.063
H 6.376 -1.502 0.269
H 6.832 -0.460 2.381
H 5.100 -0.083 2.499
H 6.963 1.061 0.352
H 6.395 1.923 1.792
H 5.235 1.416 0.561

[7]
ORCA calculation (ωB97M-V with the def2-TZVPD basis set) on a 2-piece molecular cluster, C5H14 overall.

Electronic energy, eV: -5411.5737
Charge: 0
SMILES string: CCC.CC
Relative energy (zero: lowest compared OMol25 entry of this formula, charge and spin), eV: 0.476

Positions of all 19 atoms, in Å:
C 1.134 -1.358 -1.738
C 0.266 -0.185 -2.148
C 0.968 1.183 -1.983
H 1.764 -1.654 -2.584
H 0.518 -2.246 -1.546
H 1.689 -1.277 -0.803
H -0.085 -0.240 -3.171
H -0.606 -0.134 -1.507
H 0.405 1.863 -1.345
H 1.964 1.068 -1.549
H 1.129 1.740 -2.917
C -0.353 0.120 2.788
C -1.882 0.198 2.484
H -0.011 -0.883 2.540
H 0.164 0.876 2.213
H -0.225 0.225 3.865
H -2.237 -0.606 1.851
H -2.147 1.197 2.134
H -2.454 0.113 3.415

[8]
ORCA calculation (ωB97M-V with the def2-TZVPD basis set) on a 3-piece molecular cluster, H6O3 overall.

Electronic energy, eV: -6239.9752
Charge: 0
SMILES string: O.O.O
Relative energy (zero: lowest compared OMol25 entry of this formula, charge and spin), eV: 0.278

Positions of all 9 atoms, in Å:
O 25.414 6.000 -2.641
H 26.065 6.690 -2.483
H 25.321 5.969 -3.598
O 22.855 6.238 -1.205
H 22.914 5.363 -0.813
H 23.717 6.376 -1.623
O 23.239 7.731 -3.712
H 23.321 8.598 -3.307
H 22.465 7.340 -3.291

[9]
ORCA calculation (ωB97M-V with the def2-TZVPD basis set) on one molecule with the formula C5H8N2O2S.

Electronic energy, eV: -23221.2645
Charge: 0
SMILES string: [O-]/[N+](O)=C\C1=NCCCS1
Relative energy (zero: lowest compared OMol25 entry of this formula, charge and spin), eV: 4.834

Positions of all 18 atoms, in Å:
O 0.369 0.770 3.202
N 1.110 -0.135 2.818
O 1.878 -0.624 3.870
C 1.198 -0.601 1.608
C 0.531 -0.150 0.367
N 0.739 -0.912 -0.701
C 0.090 -0.612 -2.020
C -1.319 -0.076 -1.915
C -1.331 1.290 -1.277
S -0.492 1.306 0.374
H 1.529 -0.156 4.653
H 1.830 -1.493 1.529
H 0.717 0.110 -2.560
H 0.048 -1.557 -2.590
H -1.715 0.024 -2.923
H -1.945 -0.763 -1.355
H -2.367 1.572 -1.117
H -0.870 2.005 -1.962

[10]
ORCA calculation (ωB97M-V with the def2-TZVPD basis set) on C3H8OS as an isolated structure.

Electronic energy, eV: -16118.7552
Charge: 0
Relative energy (zero: lowest compared OMol25 entry of this formula, charge and spin), eV: 4.482

Positions of all 13 atoms, in Å:
C 1.897 -0.142 0.274
C -0.500 0.724 -1.005
C -1.323 0.235 0.210
H 2.591 -1.030 0.566
H 2.712 0.618 0.139
H 1.322 0.007 1.268
H -1.179 0.655 -1.694
H 0.204 1.503 -0.738
H -0.696 -0.072 1.191
H -1.999 1.214 0.238
H -1.503 -1.906 0.573
O -2.089 -0.959 -0.136
S 0.562 -0.848 -0.886